# 1
Below is the molecule C7H10 at a distorted geometry, with properties calculated with ωB97M-V/def2-TZVPD.

Properties
E: -272.52445 a.u.
Gap between HOMO and LUMO: 8.90 eV
Energy above the lowest of the compared OMol25 structures with the same formula, charge and spin: 121.5 kcal/mol

The geometry in ORCA input format:
```
! RIJCOSX wB97M-V def2-TZVPD def2/J DEFGRID3
* xyz 0 1
C -1.1470 0.1496 1.5536
C -0.2217 0.1677 0.3536
C 0.1862 1.5051 -0.2323
C 0.5417 0.1094 -1.7016
C 1.0402 -1.0471 -0.9900
C 1.0099 -0.7645 0.4836
C -0.5925 -0.4455 -0.9918
H -0.6645 0.6422 2.4071
H -2.0791 0.6811 1.3399
H -1.3910 -0.8753 1.8594
H 0.3856 2.2984 0.5376
H -0.4607 1.9383 -0.9838
H 0.5913 0.0976 -2.8004
H 1.7396 -1.7782 -1.4320
H 1.9371 -0.3446 0.8938
H 0.7329 -1.6698 1.0371
H -1.6081 -0.6646 -1.3339
*
```

Atom-resolved charges from Mulliken, all expressed in e: C -1.627; C 1.314; C -1.088; C -0.309; C -0.424; C -0.639; C -0.708; H 0.373; H 0.376; H 0.372; H 0.325; H 0.288; H 0.321; H 0.377; H 0.289; H 0.342; H 0.419

=====

# 2
Below is the molecule C4H4S2 at a distorted geometry, with properties calculated with ωB97M-V/def2-TZVPD.

Properties
E: -951.04128 a.u.
Gap between HOMO and LUMO: 8.18 eV
Energy above the lowest of the compared OMol25 structures with the same formula, charge and spin: 82.3 kcal/mol
SMILES string: C#CCSC=S

The geometry in ORCA input format:
```
! RIJCOSX wB97M-V def2-TZVPD def2/J DEFGRID3
* xyz 0 1
C -1.8178 0.2577 -0.1576
C 0.6790 -1.0337 0.2927
C 1.2109 0.1723 -0.1177
C 1.5942 1.3400 -0.1659
H -0.9950 1.2462 -0.2883
H 0.7410 -1.4057 1.4656
H 1.2818 -1.8143 -0.1530
H 1.7975 2.3311 -0.5207
S -3.4907 0.2918 0.0107
S -1.0008 -1.3855 -0.3657
*
```

Atom-resolved charges from Mulliken, all expressed in e: C -0.065; C -0.436; C -0.366; C -0.106; H 0.135; H 0.315; H 0.291; H 0.424; S -0.171; S -0.021

=====

# 3
Below is an isolated ion of composition C4H9N2OS and charge +1 at a distorted geometry, with properties calculated with ωB97M-V/def2-TZVPD.

Properties
E: -740.46589 a.u.
Gap between HOMO and LUMO: 10.03 eV
Energy above the lowest of the compared OMol25 structures with the same formula, charge and spin: 48.4 kcal/mol

The geometry in ORCA input format:
```
! RIJCOSX wB97M-V def2-TZVPD def2/J DEFGRID3
* xyz 1 1
C 0.1923 0.4271 0.4676
C -0.1004 -0.9878 -1.3029
C 1.3989 -0.5001 -1.2781
C -2.0744 -0.3265 0.2917
N -0.6934 -0.2941 -0.1262
N 1.3680 0.3201 -0.0742
O 1.3214 1.8549 2.4569
S -0.1911 1.3871 1.9494
H -0.6787 -0.5856 -2.2979
H -0.2195 -2.0786 -1.3254
H 2.0316 -1.4240 -1.1478
H 1.7219 0.0917 -2.1222
H -2.3908 -1.2537 0.9066
H -2.2380 0.5338 0.9723
H -2.7764 -0.3796 -0.6209
H 2.1775 0.9215 -0.0494
H 1.1509 2.2939 3.3005
*
```

Atom-resolved charges from Mulliken, all expressed in e: C 0.529; C -0.591; C -0.452; C -0.815; N 0.064; N -0.180; O -0.417; S 0.055; H 0.300; H 0.350; H 0.266; H 0.344; H 0.314; H 0.281; H 0.307; H 0.277; H 0.368

=====

# 4
Below is C16H17CaN3O7S4Se as an isolated structure at a distorted geometry, with properties calculated with ωB97M-V/def2-TZVPD.

Properties
E: -5982.95816 a.u.
Gap between HOMO and LUMO: 5.66 eV
Energy above the lowest of the compared OMol25 structures with the same formula, charge and spin: 54.0 kcal/mol

The geometry in ORCA input format:
```
! RIJCOSX wB97M-V def2-TZVPD def2/J DEFGRID3
* xyz -2 1
Ca -1.8514 0.5733 -0.2223
O -1.8125 1.1687 -3.5307
C -1.1180 1.6141 -2.5060
O -0.5330 0.8808 -1.7368
C -0.9013 3.1113 -2.4587
O -0.8691 3.5461 -1.1248
C -2.1416 3.9231 -0.6274
C -3.3194 3.0255 -1.0826
O -4.4076 3.5627 -1.2465
O -3.0399 1.8086 -1.2711
H -1.9648 0.2018 -3.3813
H 0.0903 3.3033 -2.8880
H -1.6758 3.6196 -3.0455
H -2.0681 3.8592 0.4609
H -2.3616 4.9632 -0.9180
S -1.9116 -1.8553 -2.4401
S -2.6143 -3.1361 -1.0236
S -2.0125 -2.6237 0.8924
S -3.1115 -1.0758 1.5882
C 3.5584 -0.2094 0.1595
N 2.6382 -1.0734 -0.5142
C 1.8996 -0.7538 -1.6107
Se 2.2799 0.6339 -2.7010
N 1.0440 -1.7529 -1.8801
C 1.2192 -2.7344 -0.9358
C 0.6420 -3.9844 -0.8034
C 1.0995 -4.7863 0.2274
C 2.0983 -4.3594 1.0974
C 2.6832 -3.1093 0.9724
C 2.2362 -2.3073 -0.0640
H 3.5793 0.7444 -0.3668
H 4.5617 -0.6459 0.1560
H 3.2356 -0.0449 1.1910
H 0.0980 -1.6479 -2.3418
H -0.1468 -4.3079 -1.4635
H 0.6634 -5.7658 0.3654
H 2.4168 -5.0179 1.8952
H 3.4615 -2.7811 1.6477
O -1.6527 3.3282 2.8060
C -1.0065 2.3085 2.6465
C -0.0627 1.7234 3.7308
C 0.4420 0.4403 3.0966
C -0.1622 0.4997 1.6864
O 0.0662 -0.3209 0.8115
N -0.9735 1.5457 1.5438
H -0.6198 1.5624 4.6541
H 0.7338 2.4441 3.9329
H 0.0623 -0.4615 3.5818
H 1.5290 0.3636 3.0405
*
```

Atom-resolved charges from Mulliken, all expressed in e: Ca 0.950; O -0.505; C 1.054; O -0.425; C -0.719; O -0.374; C -0.239; C 0.638; O -0.757; O -0.916; H 0.196; H 0.349; H 0.421; H 0.118; H 0.260; S -0.583; S -0.139; S 0.010; S -0.526; C -0.926; N 0.330; C -0.464; Se -0.441; N 0.403; C 0.240; C -0.775; C -0.488; C -0.606; C -0.895; C 0.815; H 0.272; H 0.351; H 0.203; H 0.027; H 0.533; H 0.382; H 0.355; H 0.408; O -0.755; C 0.137; C -0.499; C -0.417; C 0.698; O -0.247; N -0.237; H 0.236; H 0.244; H 0.248; H 0.053

=====

# 5
Below is C45H40N5O2PS6SeTc as an isolated structure at a distorted geometry, with properties calculated with ωB97M-V/def2-TZVPD.

Properties
E: -7375.75682 a.u.
Gap between HOMO and LUMO (alpha / beta): 7.37 / 5.24 eV
Energy above the lowest of the compared OMol25 structures with the same formula, charge and spin: 0.0 kcal/mol

The geometry in ORCA input format:
```
! RIJCOSX wB97M-V def2-TZVPD def2/J DEFGRID3
* xyz 0 4
Tc 0.2852 -0.3518 0.3349
C -2.9388 -2.1498 2.4083
C -3.8039 -2.0752 1.1969
C -5.1860 -2.1459 1.3231
C -6.0209 -2.0728 0.2230
C -5.4775 -1.9193 -1.0389
C -4.1066 -1.8470 -1.1907
C -3.2603 -1.9275 -0.0880
P -1.4468 -1.8833 -0.3183
C -1.2825 -1.8472 -2.1462
C -1.6635 -0.5838 -2.6127
C -1.5168 -0.2164 -3.9322
C -0.9608 -1.1226 -4.8196
C -0.5937 -2.3777 -4.3746
C -0.7417 -2.7707 -3.0448
C -0.3464 -4.1687 -2.6714
C -0.9908 -3.5166 0.3412
C -1.6718 -4.7067 0.1106
C -1.1907 -5.8807 0.6601
C -0.0488 -5.8625 1.4493
C 0.5914 -4.6687 1.7296
C 0.1167 -3.4718 1.1943
C 0.6819 -2.1456 1.5903
H -3.5338 -2.1093 3.3161
H -2.2310 -1.3215 2.4222
H -2.3594 -3.0709 2.4234
H -5.6170 -2.2653 2.3063
H -7.0920 -2.1349 0.3472
H -6.1118 -1.8635 -1.9106
H -3.6968 -1.7217 -2.1809
H -2.0783 0.1152 -1.9019
H -1.8254 0.7651 -4.2614
H -0.8114 -0.8482 -5.8543
H -0.1730 -3.0834 -5.0779
H 0.2655 -4.6114 -3.4544
H -1.2344 -4.7883 -2.5496
H 0.2044 -4.1952 -1.7364
H -2.5699 -4.7107 -0.4927
H -1.6956 -6.8151 0.4700
H 0.3250 -6.7833 1.8705
H 1.4430 -4.6545 2.3955
H 1.7520 -2.2552 1.7741
H 0.2492 -1.9456 2.5814
C 0.4477 7.9082 0.8811
C 0.5651 6.4879 0.4282
C 0.6780 5.4517 1.3479
C 0.7663 4.1377 0.9217
C 0.7209 3.8540 -0.4283
C 0.6322 4.8716 -1.3617
C 0.5617 6.1840 -0.9318
S 0.7605 2.1554 -0.9780
O 1.1663 2.1499 -2.3636
O -0.5620 1.5689 -0.7619
N 1.6749 1.2922 0.0136
C 3.0244 1.4270 0.0288
C 3.7432 2.3151 -0.7592
C 5.1376 2.3565 -0.7015
C 5.8419 1.5587 0.1618
C 5.1564 0.6855 1.0263
C 5.7973 -0.1209 1.9887
C 5.0410 -0.8888 2.8310
C 3.6474 -0.9009 2.6639
N 3.0243 -0.2129 1.7430
C 3.7390 0.6035 0.9547
H 0.5460 7.9834 1.9603
H -0.5250 8.3083 0.5978
H 1.2109 8.5244 0.4092
H 0.6902 5.6745 2.4054
H 0.8869 3.3293 1.6266
H 0.6376 4.6188 -2.4098
H 0.5056 6.9852 -1.6545
H 3.2223 2.9629 -1.4477
H 5.6637 3.0380 -1.3547
H 6.9197 1.6074 0.2035
H 6.8764 -0.1004 2.0589
H 5.4876 -1.4768 3.6171
H 3.0340 -1.5051 3.3171
C -3.5795 2.2452 -1.2389
S -3.3713 1.2525 0.2706
C -2.5847 2.4173 1.3065
C -1.5879 2.0965 2.1615
S -0.7626 0.5879 2.2937
S -1.2030 3.3148 3.3791
C -2.2369 4.5698 2.7604
S -2.2801 6.0856 3.3641
S -3.2155 4.0567 1.4112
H -4.1324 1.6264 -1.9388
H -2.5956 2.4861 -1.6311
H -4.1370 3.1464 -0.9999
Se 1.2451 0.8500 4.5728
C 0.4929 -0.7463 4.7518
N 0.0208 -1.7987 4.8242
N 2.1420 -2.4390 -0.9712
C 2.9270 -2.7306 -2.0205
C 2.8063 -1.6912 -2.9122
C 1.9036 -0.8043 -2.3167
N 1.5108 -1.2711 -1.1414
H 1.9496 -2.9905 -0.1483
H 3.5003 -3.6342 -2.0654
H 3.2964 -1.5796 -3.8558
H 1.5351 0.1263 -2.7011
*
```

Mulliken atomic charge list, values in e, 99 entries: Tc 1.702; C -0.680; C 0.976; C -0.883; C -0.802; C -0.883; C -0.955; C 0.696; P 2.789; C 0.036; C 0.361; C -0.924; C -0.994; C -0.732; C 0.795; C -1.396; C -0.159; C -0.365; C -0.926; C -0.802; C -0.028; C 0.218; C -2.191; H 0.555; H -0.431; H 0.119; H 0.476; H 0.408; H 0.474; H 0.459; H -0.308; H 0.450; H 0.383; H 0.412; H 0.499; H 0.305; H 0.210; H 0.704; H 0.427; H 0.392; H 0.533; H 1.082; H 0.047; C -1.667; C 1.045; C -0.915; C -1.343; C -0.133; C -0.546; C -0.910; S 1.682; O -0.888; O -0.139; N 0.664; C 0.327; C -0.663; C -1.095; C -0.935; C 0.902; C -0.808; C -1.409; C 0.127; N 0.286; C -0.423; H 0.358; H 0.345; H 0.411; H 0.516; H 0.840; H 0.562; H 0.419; H 0.619; H 0.432; H 0.413; H 0.447; H 0.432; H 0.510; C -1.108; S 0.467; C 0.040; C -0.621; S -1.014; S -0.012; C 0.185; S -0.166; S -0.209; H 0.309; H 0.085; H 0.638; Se -0.020; C 0.251; N -0.531; N -0.152; C -0.618; C -1.412; C -0.817; N 1.904; H -0.354; H 0.571

=====

# 6
Below is C41H44BN10S3SbSe4Ti as an isolated structure at a distorted geometry, with properties calculated with ωB97M-V/def2-TZVPD.

Properties
E: -14051.12401 a.u.
Gap between HOMO and LUMO: 4.62 eV
Energy above the lowest of the compared OMol25 structures with the same formula, charge and spin: 53.8 kcal/mol

The geometry in ORCA input format:
```
! RIJCOSX wB97M-V def2-TZVPD def2/J DEFGRID3
* xyz -2 1
Ti -0.0705 -0.3584 -2.4397
N 1.6241 -0.1462 -1.3946
S 2.2884 -0.1595 -0.0722
N 1.4771 -0.5758 1.2558
S 0.6832 0.5600 2.0846
N -0.0337 1.7918 1.3077
S -1.0414 1.4684 0.1480
N -0.8990 0.3037 -0.7655
C -1.0585 3.0475 -0.6884
C -0.3039 4.1203 -0.2438
C -0.3465 5.3070 -0.9630
C -1.1325 5.4040 -2.1038
C -1.8723 4.3140 -2.5411
C -1.8369 3.1233 -1.8339
C -2.6948 1.4916 0.8634
C -2.9750 2.3259 1.9372
C -4.2670 2.3646 2.4318
C -5.2589 1.5720 1.8597
C -4.9610 0.7365 0.7958
C -3.6668 0.6955 0.2909
C 1.7811 1.3778 3.0658
C 2.7766 0.6279 3.7880
C 3.4815 1.1994 4.8205
C 3.2803 2.5188 5.2349
C 2.3206 3.2559 4.5358
C 1.5866 2.7364 3.4955
C -1.0026 -0.5923 2.3710
C -1.6053 -1.6104 1.6365
C -2.6699 -2.3344 2.1636
C -3.1415 -2.0534 3.4397
C -2.5360 -1.0528 4.1886
C -1.4681 -0.3406 3.6544
C 3.1404 1.3977 0.1701
C 2.8065 2.4054 -0.7208
C 3.4031 3.6497 -0.5654
C 4.3160 3.8612 0.4543
C 4.6598 2.8290 1.3201
C 4.0781 1.5825 1.1736
C 3.6253 -1.3284 0.0033
C 3.8178 -2.1895 1.0711
C 4.8953 -3.0635 1.0360
C 5.7656 -3.0502 -0.0473
C 5.5657 -2.1703 -1.1016
C 4.4858 -1.3006 -1.0887
H 0.3269 4.0036 0.6255
H 0.2508 6.1489 -0.6387
H -1.1523 6.3279 -2.6675
H -2.4527 4.3762 -3.4513
H -2.3729 2.2503 -2.1863
H -2.1825 2.9144 2.3811
H -4.4998 3.0037 3.2739
H -6.2670 1.6039 2.2548
H -5.7234 0.1126 0.3486
H -3.3998 0.0500 -0.5323
H 2.9766 -0.3953 3.4971
H 4.2308 0.5909 5.3185
H 3.8550 2.9539 6.0404
H 2.1518 4.2955 4.8018
H 0.8719 3.3514 2.9692
H -1.2724 -1.7933 0.6224
H -3.1565 -3.0999 1.5648
H -3.9798 -2.6073 3.8463
H -2.8956 -0.8287 5.1870
H -0.9695 0.4265 4.2452
H 2.1010 2.2056 -1.5213
H 3.1574 4.4442 -1.2572
H 4.7706 4.8368 0.5764
H 5.3623 2.9973 2.1255
H 4.3278 0.7815 1.8512
H 3.1290 -2.1695 1.9031
H 5.0579 -3.7477 1.8587
H 6.6056 -3.7335 -0.0693
H 6.2336 -2.1674 -1.9518
H 4.3098 -0.6191 -1.9158
C -2.8259 -4.9016 -0.9936
N -1.5433 -4.2286 -0.9112
C -0.6164 -4.5791 0.1515
C -1.2203 -3.2086 -1.7592
N -0.3165 -2.3294 -1.5420
N -1.9105 -3.2048 -2.9602
C -1.4810 -2.5598 -4.1083
N -2.0563 -3.0635 -5.2619
N -0.6282 -1.6254 -4.0815
H -3.0926 -5.2630 -0.0027
H -2.8130 -5.7613 -1.6749
H -3.6109 -4.2069 -1.2976
H -0.8592 -5.5817 0.4966
H -0.6622 -3.8967 1.0033
H 0.4034 -4.5932 -0.2338
H 0.1768 -2.4052 -0.6615
H -2.6064 -3.9161 -3.0945
H -3.0470 -3.2456 -5.1636
H -1.8541 -2.4849 -6.0667
H -0.3641 -1.2792 -5.0136
Se 4.3034 1.1961 -4.4861
Sb 2.3283 -0.1423 -4.8204
Se 2.3603 -2.2627 -3.6678
Se 0.4429 1.4969 -3.8312
Se 1.1910 -0.4411 -6.9669
B -4.8187 -1.5481 -2.6553
C -3.4566 -0.7291 -2.7428
N -2.4362 -0.2088 -2.8825
H -5.7609 -0.7933 -2.7588
H -4.8065 -2.3692 -3.5659
H -4.8311 -2.1194 -1.5753
*
```

Mulliken atomic charge list, values in e, 99 entries: Ti -0.890; N 1.248; S 0.680; N 0.024; S 0.308; N 0.723; S -0.558; N 1.476; C 0.853; C -0.505; C -0.736; C -0.666; C -0.722; C -0.663; C 0.640; C -0.771; C -0.733; C -0.660; C -0.491; C -0.080; C 1.378; C -1.001; C -0.419; C -0.855; C -0.514; C -1.237; C -0.343; C 1.210; C -0.161; C -0.717; C -0.904; C -0.732; C 0.478; C -0.467; C -0.792; C -0.719; C -0.867; C -0.348; C 0.385; C -0.063; C -0.782; C -0.467; C -0.816; C -0.546; H 0.389; H 0.449; H 0.356; H 0.446; H 0.380; H 0.373; H 0.424; H 0.363; H 0.534; H -0.259; H 0.285; H 0.353; H 0.336; H 0.385; H 0.024; H -0.031; H 0.287; H 0.370; H 0.369; H 0.429; H 0.237; H 0.540; H 0.373; H 0.404; H 0.529; H 0.366; H 0.422; H 0.375; H 0.463; H 0.219; C -1.317; N 0.365; C -1.187; C 0.186; N 0.331; N 0.126; C 0.002; N -0.670; N 0.891; H 0.446; H 0.341; H 0.335; H 0.439; H 0.369; H 0.408; H -0.155; H 0.300; H 0.218; H 0.318; H -0.450; Se -0.731; Sb 0.548; Se -0.563; Se -0.625; Se -0.768

=====

What did the first record say?
Below is the molecule C7H10 at a distorted geometry, with properties calculated with ωB97M-V/def2-TZVPD.

Properties
E: -272.52445 a.u.
Gap between HOMO and LUMO: 8.90 eV
Energy above the lowest of the compared OMol25 structures with the same formula, charge and spin: 121.5 kcal/mol

The geometry in ORCA input format:
```
! RIJCOSX wB97M-V def2-TZVPD def2/J DEFGRID3
* xyz 0 1
C -1.1470 0.1496 1.5536
C -0.2217 0.1677 0.3536
C 0.1862 1.5051 -0.2323
C 0.5417 0.1094 -1.7016
C 1.0402 -1.0471 -0.9900
C 1.0099 -0.7645 0.4836
C -0.5925 -0.4455 -0.9918
H -0.6645 0.6422 2.4071
H -2.0791 0.6811 1.3399
H -1.3910 -0.8753 1.8594
H 0.3856 2.2984 0.5376
H -0.4607 1.9383 -0.9838
H 0.5913 0.0976 -2.8004
H 1.7396 -1.7782 -1.4320
H 1.9371 -0.3446 0.8938
H 0.7329 -1.6698 1.0371
H -1.6081 -0.6646 -1.3339
*
```

Atom-resolved charges from Mulliken, all expressed in e: C -1.627; C 1.314; C -1.088; C -0.309; C -0.424; C -0.639; C -0.708; H 0.373; H 0.376; H 0.372; H 0.325; H 0.288; H 0.321; H 0.377; H 0.289; H 0.342; H 0.419